Run 1
{
  "formula": "H31O16",
  "method": "the ωB97M-V functional and the def2-TZVPD basis",
  "total_charge": -1,
  "homo_lumo_gap_ev": 9.447,
  "spin_multiplicity": 1,
  "lumo_energy_ev": 2.3592,
  "elements": ["O", "H", "H", "O", "H", "H", "O", "H", "H", "O", "H", "H", "O", "H", "H", "O", "H", "H", "O", "H", "H", "O", "H", "H", "O", "H", "O", "H", "H", "O", "H", "H", "O", "H", "H", "O", "H", "H", "O", "H", "H", "O", "H", "H", "O", "H", "H"],
  "xyz": [[2.31205, 2.79342, -0.38792], [1.33585, -0.49038, 5.59005], [-2.02769, 2.51397, 0.43210], [-1.18373, 0.68934, -1.13684], [1.80690, 1.99319, -0.60636], [2.00266, 3.15747, -1.33516], [-1.67851, -3.37366, -0.94876], [-0.72346, 0.25668, -1.91883], [-2.55571, -2.24873, -4.32870], [-2.84484, 2.97608, 0.26249], [2.02131, 1.86713, 1.67069], [-2.80454, 3.93365, 0.08807], [1.36007, 1.30858, 2.12011], [-1.37267, -1.50338, -3.25895], [1.79944, 4.93265, 0.18867], [2.42767, -1.09165, -2.64780], [1.67656, -0.76626, -2.14627], [2.33305, -1.19321, -3.58722], [-5.23968, 0.30886, -1.30018], [-4.43324, 0.35935, -0.79317], [-5.08553, 0.03166, -2.20047], [-1.40638, -1.64668, 4.67104], [-0.81902, -2.35297, 4.38084], [-1.18527, -2.68642, -0.52737], [3.42504, -0.82899, 0.65777], [2.94253, -1.12990, -0.10516], [3.16178, -4.36168, 1.63930], [4.08140, -4.19867, 1.42662], [2.63427, -3.82260, 0.99421], [-2.23349, -2.26965, -3.44437], [-1.73824, -3.11348, -1.86857], [1.69655, 1.46767, 3.01148], [0.83710, 5.03809, 0.30342], [2.22537, 1.20414, -3.19300], [0.46886, 4.30979, -0.17673], [-1.72917, -0.50416, 2.34014], [-1.26656, -0.30674, 1.53912], [-1.92330, 0.24786, 2.89093], [0.67724, 0.12746, 5.23189], [0.25002, -0.93368, -3.78557], [-0.13409, -0.37652, 5.10456], [-0.37628, -0.67770, -3.09329], [2.77316, -0.38434, 1.24230], [-1.67730, -1.08193, 3.90795], [1.32336, 1.36975, -2.97643], [-1.80486, -0.02808, -1.00220], [0.67130, 0.48469, -2.92444]]
}

---

Run 2
{
  "formula": "H31O16",
  "method": "the ωB97M-V functional and the def2-TZVPD basis",
  "total_charge": -1,
  "homo_lumo_gap_ev": 9.983,
  "spin_multiplicity": 1,
  "lumo_energy_ev": 2.6519,
  "elements": ["O", "H", "H", "O", "H", "H", "O", "H", "H", "O", "H", "H", "O", "H", "H", "O", "H", "H", "O", "H", "H", "O", "H", "H", "O", "H", "O", "H", "H", "O", "H", "H", "O", "H", "H", "O", "H", "H", "O", "H", "H", "O", "H", "H", "O", "H", "H"],
  "xyz": [[0.91938, 1.88970, -0.77700], [0.50939, 2.33268, -1.54214], [0.61212, 0.97954, -0.91319], [1.06221, 0.36397, 2.20300], [0.41084, -0.34355, 1.91855], [3.45970, -0.83902, 2.48819], [4.43596, -1.54368, -0.35736], [3.57441, -1.07178, -0.34720], [4.91368, -1.26235, 0.43122], [2.78647, 0.44896, 0.29499], [2.00252, 0.48038, 0.94348], [2.60794, 1.28436, -0.16282], [-0.56445, -1.57908, 1.34919], [-0.36418, -2.14630, 0.59559], [-1.39352, -0.92944, 0.79356], [-4.73739, 1.96854, -3.53320], [-4.38730, 1.07618, -3.53334], [-5.13747, 2.16864, -2.68133], [-5.09631, 1.95504, 0.13323], [-4.51446, 1.26208, 0.45801], [-4.51342, 2.74382, 0.23060], [3.06399, -3.80979, -0.64101], [3.67242, -3.11256, -0.28513], [3.56075, -4.36845, -1.24004], [4.16354, -1.23919, 3.02221], [3.84240, -2.15214, 2.92115], [-3.07852, 3.60327, 0.79157], [-2.41910, 2.95245, 1.15593], [-2.61746, 3.80178, -0.03502], [1.45173, -1.54490, -1.33272], [1.63911, -2.39970, -0.90619], [1.60464, -0.93267, -0.59027], [-2.24833, -0.28701, 0.20298], [-1.43714, 0.99888, 1.26598], [-3.11764, -0.59821, 0.46950], [-1.55360, 2.10055, -2.63623], [-2.34015, 2.14694, -3.19101], [-1.50297, 1.12714, -2.44342], [2.09246, -3.23691, 2.52619], [1.54796, -2.44228, 2.40137], [2.47477, -3.32232, 1.64054], [-1.43659, -0.56973, -2.16560], [-1.80359, -0.61815, -1.19475], [-0.58270, -1.02242, -2.08701], [-1.08814, 1.91866, 1.18517], [0.44963, 1.11720, 2.10200], [-0.50129, 1.88526, 0.40365]]
}

---

If we sort the structures by their calculated energies, the order from most to least stable is run 2, run 1.